(1)
C19H23NO3 in the gas phase. Source: OMol25; level of theory: ωB97M-V/def2-TZVPD.

## Properties
Orbital gap (eV): 7.2
Lowest unoccupied orbital energy (eV): -1.55
E_HOMO (eV): -8.7
SMILES: O=C(COC(=O)/C=C/c1ccccc1)NCCC1=CCCCC1
E_tot (Ha): -1017.69563

Positions of all 46 atoms, in Å:
O  2.09213  1.00891  2.79976
C  0.84870  0.74279  2.43038
C  -0.25140  0.35214  3.32994
O  -0.62023  -0.88320  3.26335
C  -1.65373  -1.13682  1.99215
O  -1.86539  -0.20804  1.44443
C  -1.95323  -2.56140  2.12577
C  -2.99942  -2.89104  1.10528
C  -3.53446  -4.12255  1.04490
C  -3.03301  -5.36971  1.74410
C  -3.53811  -6.52667  1.67829
C  -4.49962  -6.73564  0.65024
C  -5.00899  -5.78665  -0.34296
C  -4.59685  -4.35268  0.06103
N  0.42658  0.82146  1.05268
C  1.34114  1.50538  0.23425
C  0.96424  2.88365  -0.46981
C  1.97620  3.37282  -1.52386
C  1.77118  3.11818  -2.73142
C  2.74716  3.56954  -4.07373
C  3.77188  4.63966  -3.44463
C  4.30610  4.04361  -1.84272
C  3.27976  3.86344  -1.04681
H  -1.03387  1.22770  3.15365
H  0.10487  0.30937  4.45348
H  -1.42772  -3.11003  2.90082
H  -3.26214  -2.06566  0.57691
H  -2.00733  -5.24932  2.41667
H  -3.11953  -7.56525  2.23788
H  -4.82893  -7.74871  0.27359
H  -5.72195  -5.84185  -0.95775
H  -4.58550  -3.76739  -0.55965
H  -0.46236  0.76251  0.90985
H  2.53950  1.43942  0.54192
H  1.62164  0.67669  -0.68604
H  0.20697  2.68231  -0.93302
H  0.82836  3.60068  0.24448
H  0.90701  2.60844  -3.23799
H  2.12797  4.15279  -4.67102
H  3.37994  2.66114  -4.42901
H  4.46763  4.58074  -4.14324
H  3.46866  5.43599  -3.19064
H  5.25824  4.54004  -1.51631
H  4.84276  2.93339  -2.16223
H  3.53587  3.46883  -0.06650
H  3.18926  4.92100  -0.63648


(2)
C19H23NO4 in the gas phase. Source: OMol25; level of theory: ωB97M-V/def2-TZVPD.

## Properties
Orbital gap (eV): 8.6
Lowest unoccupied orbital energy (eV): 0.37
E_HOMO (eV): -8.2
SMILES: CC(C)CCNC(=O)COc1ccc2c3c(c(=O)oc2c1)CCC3
E_tot (Ha): -1093.56528

Positions of all 47 atoms, in Å:
C  1.68603  3.09443  0.46400
C  2.78724  2.03899  0.38239
C  4.15137  2.68886  0.60812
C  2.71251  1.32757  -0.97436
C  3.69326  0.16297  -1.14846
N  3.48140  -0.88031  -0.16529
C  2.71193  -1.95764  -0.42328
O  2.27009  -2.22926  -1.51498
C  2.44755  -2.84730  0.80765
O  1.20798  -3.50734  0.70832
C  0.09829  -2.75555  0.52184
C  -1.08244  -3.46345  0.24293
C  -2.26132  -2.79881  0.03084
C  -2.31594  -1.39913  0.08109
C  -3.47764  -0.60188  -0.14266
C  -3.40737  0.75142  -0.09359
C  -2.18155  1.45442  0.18961
O  -2.02401  2.65065  0.24246
O  -1.08488  0.65297  0.42744
C  -1.13298  -0.69733  0.36946
C  0.05979  -1.37262  0.60509
C  -4.72791  1.39261  -0.38939
C  -5.71356  0.21357  -0.30192
C  -4.86422  -1.05947  -0.47574
H  1.71442  3.60060  1.42612
H  0.70270  2.64702  0.34652
H  1.81808  3.83940  -0.31735
H  2.61218  1.30743  1.18094
H  4.94880  1.95020  0.65322
H  4.15266  3.24074  1.54543
H  4.37317  3.38595  -0.19697
H  2.90491  2.05322  -1.76658
H  1.69917  0.94527  -1.11383
H  4.72752  0.50590  -1.07838
H  3.53655  -0.29598  -2.12682
H  3.76936  -0.68119  0.77922
H  2.50858  -2.26648  1.73832
H  3.19380  -3.64651  0.83578
H  -1.02708  -4.53845  0.18948
H  -3.16158  -3.35005  -0.19166
H  0.92753  -0.77518  0.82728
H  -4.70736  1.83136  -1.39019
H  -4.95732  2.19273  0.31336
H  -6.18339  0.20431  0.68210
H  -6.50068  0.28342  -1.04981
H  -4.88774  -1.42018  -1.50753
H  -5.19787  -1.87189  0.16976


(3)
C19H23NO5S in the gas phase. Source: OMol25; level of theory: ωB97M-V/def2-TZVPD.

## Properties
Orbital gap (eV): 9.1
Lowest unoccupied orbital energy (eV): 0.60
E_HOMO (eV): -8.5
SMILES: Cc1ccc(OCC(=O)N(Cc2ccco2)[C@@H]2CCS(=O)(=O)C2)cc1C
E_tot (Ha): -1566.93237

Positions of all 49 atoms, in Å:
C  5.73668  -1.60414  -1.11821
C  4.62948  -0.64085  -0.81557
C  4.15894  0.22190  -1.79688
C  3.13949  1.11520  -1.54124
C  2.56559  1.16621  -0.27413
O  1.55226  2.08048  -0.11852
C  0.89238  2.15881  1.12123
C  0.18441  0.87960  1.57320
O  0.33940  0.47105  2.71135
N  -0.58839  0.22971  0.67291
C  -0.95170  0.76116  -0.63643
C  -1.79278  1.99336  -0.53577
C  -1.60225  3.25317  -1.02142
C  -2.73850  4.00650  -0.63373
C  -3.53235  3.15180  0.06194
O  -2.97139  1.93087  0.12716
C  -1.12014  -1.06861  1.06220
C  -0.41441  -2.18378  0.24085
C  -1.38266  -3.31150  -0.03037
S  -2.87658  -2.36239  -0.44478
O  -2.68128  -1.71464  -1.71532
O  -4.08045  -3.12177  -0.26535
C  -2.63319  -1.16570  0.90101
C  3.02862  0.31203  0.71550
C  4.05218  -0.59021  0.45412
C  4.52523  -1.50210  1.54468
H  5.40670  -2.63178  -0.96744
H  6.06854  -1.49594  -2.14744
H  6.58755  -1.43102  -0.46011
H  4.59876  0.19352  -2.78328
H  2.77717  1.78429  -2.30560
H  0.15576  2.95936  1.00454
H  1.58928  2.43537  1.92327
H  -1.51100  -0.01381  -1.17013
H  -0.06024  1.00837  -1.21544
H  -0.75858  3.59744  -1.58306
H  -2.93026  5.03807  -0.84493
H  -4.48048  3.28004  0.54450
H  -0.85583  -1.17314  2.12043
H  -0.09448  -1.76709  -0.71598
H  0.47595  -2.52137  0.77163
H  -1.09145  -3.94374  -0.86113
H  -1.61443  -3.90797  0.84645
H  -3.11794  -1.59683  1.77084
H  -3.09892  -0.21802  0.65311
H  2.60425  0.33243  1.70619
H  5.57639  -1.31972  1.76586
H  3.94874  -1.34820  2.45298
H  4.42896  -2.54460  1.24275


(4)
A molecular structure, C19H24BF4IrN8OS2. Source: OMol25; level of theory: ωB97M-V/def2-TZVPD.

## Properties
Orbital gap (alpha / beta) (eV): 8.0 / 5.3
2S+1: 5
Lowest unoccupied orbital energy (alpha / beta) (eV): -6.20 / -8.93
E_HOMO (alpha / beta) (eV): -14.2 / -14.2
E_tot (Ha): -2576.34595
Charge: +2

Positions of all 60 atoms, in Å:
Ir  -9.21397  -12.97241  5.52061
N  -11.18970  -15.13167  8.50114
C  -10.61313  -14.29121  9.48293
C  -10.56946  -14.38940  10.84706
C  -10.00053  -13.30404  11.52707
C  -9.50230  -12.19181  10.84422
C  -9.53650  -12.10251  9.44377
C  -10.08912  -13.16806  8.78712
N  -10.29516  -13.36326  7.36392
C  -11.01243  -14.52687  7.28755
C  -11.51438  -14.92153  6.05196
C  -12.41436  -15.91998  5.68352
S  -12.74596  -15.84877  4.00761
C  -11.68992  -14.51240  3.82947
N  -11.06990  -14.09786  4.98069
H  -11.58797  -16.04738  8.63765
H  -10.95606  -15.26316  11.35471
H  -9.95011  -13.32559  12.60449
H  -9.08141  -11.37665  11.40821
H  -9.18110  -11.23362  8.90489
H  -12.87852  -16.62068  6.35440
H  -11.48131  -14.02856  2.89227
C  -4.66688  -10.89900  7.89118
C  -5.48992  -10.51257  6.70417
N  -5.23535  -9.47838  5.92033
N  -6.27470  -9.46768  5.02243
C  -7.16727  -10.46983  5.23237
S  -8.59082  -10.81073  4.43260
N  -6.65757  -11.13549  6.30571
N  -7.26481  -12.33023  6.81926
H  -3.67613  -10.47943  7.76110
H  -4.58821  -11.98734  7.96130
H  -5.11769  -10.51336  8.80717
H  -6.30363  -8.75230  4.30492
H  -6.65183  -13.14582  6.71902
H  -7.56504  -12.19523  7.78628
O  -8.68387  -13.74340  3.40055
C  -7.92532  -14.09040  2.44535
C  -8.50615  -14.60092  1.14841
C  -8.48390  -16.12019  1.30921
C  -7.10538  -16.74238  1.65492
C  -6.63538  -16.53934  3.11778
C  -6.01491  -15.17891  3.42613
N  -6.55161  -14.15359  2.52166
H  -7.89556  -14.27212  0.30390
H  -9.51416  -14.19315  1.05556
H  -8.84680  -16.61241  0.40094
H  -9.20273  -16.41501  2.08636
H  -6.33800  -16.38291  0.96468
H  -7.17496  -17.81763  1.46524
H  -5.91466  -17.32682  3.38946
H  -7.46398  -16.72290  3.79814
H  -4.92769  -15.18013  3.31508
H  -6.23540  -14.85487  4.44258
H  -6.12620  -14.21272  1.60176
F  -6.52891  -16.07923  6.84451
B  -7.78805  -15.62860  7.20411
F  -8.64046  -16.58997  7.73406
F  -7.70741  -14.50700  8.02763
F  -8.42954  -15.15772  5.93983